1.
The following is a quantum chemistry calculation of C33H44Cl2N5O3SbSi3Ti as an isolated structure, from OMol25.

Output
Multiplicity: 2
Charge: +1
Relative energy (zero: lowest compared OMol25 entry of this formula, charge and spin) in kcal per mole: 42.3
Frontier orbital gap (alpha / beta) in hartree: 0.2246 / 0.2201
Expectation value of S²: 0.755
LUMO level (alpha / beta) in hartree: -0.1265 / -0.1304
HOMO energy (alpha / beta) in hartree: -0.3512 / -0.3505

Last column: Mulliken spin population.
Atoms and positions in Å:
Ti  -0.3347  -0.0135  0.2031  1.011
Cl  -3.4946  -5.3333  3.1201  0.000
C  -3.0704  -3.7323  2.6609  0.000
C  -1.8490  -3.5158  2.0371  0.002
C  -1.5280  -2.2359  1.6105  0.037
N  -0.4503  -1.8400  0.8505  -0.019
C  0.2349  -2.6797  0.0331  -0.062
O  0.7360  -3.7588  0.3076  -0.003
C  0.1813  -2.1548  -1.3627  0.044
C  0.7957  -2.8050  -2.4327  0.022
C  0.3642  -2.5398  -3.7173  0.000
C  -0.6959  -1.6456  -3.8889  0.006
C  -1.2196  -1.0058  -2.7833  0.009
N  -0.7883  -1.2172  -1.5372  0.005
C  -2.4199  -1.1585  1.8326  -0.021
C  -3.6249  -1.3843  2.4845  -0.003
C  -3.9430  -2.6728  2.8977  0.002
Cl  -5.4488  -2.9502  3.6875  0.000
N  -1.9083  0.0456  1.3556  -0.022
C  -2.4389  1.2383  1.7085  -0.026
O  -3.5095  1.4604  2.2610  0.007
C  -1.4854  2.3357  1.3721  0.022
C  -1.8428  3.6705  1.5465  -0.012
C  -0.9301  4.6572  1.2415  0.008
C  0.3189  4.2608  0.7512  -0.003
C  0.6063  2.9206  0.6288  0.032
N  -0.2680  1.9481  0.9268  -0.026
H  -1.1813  -4.3431  1.8586  0.000
H  1.5634  -3.5367  -2.2259  0.001
H  0.8014  -3.0468  -4.5631  0.000
H  -1.1195  -1.4691  -4.8651  0.000
H  -2.0517  -0.3203  -2.8904  0.000
H  -4.3178  -0.5761  2.6624  0.001
H  -2.8334  3.8910  1.9143  0.000
H  -1.1755  5.6996  1.3616  0.000
H  1.0616  4.9956  0.4835  0.000
H  1.5770  2.5909  0.2716  0.015
O  1.6213  0.3100  -1.2257  -0.030
C  1.4559  1.1173  -2.3819  0.018
C  0.0906  1.7665  -2.3830  -0.025
C  -0.2369  2.6605  -3.3914  -0.001
C  -1.5100  3.2108  -3.4245  0.001
C  -2.4175  2.8165  -2.4486  -0.001
C  -2.0172  1.9105  -1.4897  0.021
N  -0.7726  1.4073  -1.4213  -0.045
H  2.4460  -0.1961  -1.3183  0.006
H  1.5512  0.5046  -3.2917  0.000
H  2.2353  1.8944  -2.4094  0.000
H  0.4978  2.9244  -4.1364  0.000
H  -1.7899  3.9166  -4.1882  0.000
H  -3.4250  3.1962  -2.4285  0.000
H  -2.7232  1.5643  -0.7445  0.001
C  3.8321  -2.9330  0.3848  -0.001
Si  3.3113  -2.4309  2.1619  0.003
C  2.1802  -3.5854  3.1741  0.001
C  4.9793  -2.2054  3.0717  -0.001
Sb  1.9162  -0.1626  1.8094  0.018
Si  4.0206  1.5078  1.5398  -0.003
C  5.4411  1.1163  2.7536  -0.001
C  3.6917  3.3958  1.7180  0.000
C  4.6566  1.2338  -0.2622  0.000
Si  0.9529  0.3336  4.2342  0.005
C  -0.6547  -0.6530  4.5063  0.001
C  0.5855  2.2101  4.2892  0.002
C  2.2818  -0.1050  5.5453  0.000
H  4.2970  -3.9133  0.3858  0.000
H  4.5634  -2.2307  -0.0105  0.000
H  2.9855  -2.9802  -0.2908  0.002
H  2.7118  -4.4759  3.4989  0.000
H  1.3308  -3.9089  2.5803  0.000
H  1.8051  -3.0773  4.0604  0.000
H  5.3732  -3.1753  3.3579  0.000
H  4.8926  -1.6110  3.9716  0.000
H  5.7161  -1.7398  2.4280  0.000
H  5.0803  0.6524  3.6617  0.000
H  5.9597  2.0259  3.0350  0.000
H  6.1765  0.4542  2.3135  0.000
H  2.8798  3.6160  2.4026  0.000
H  3.4636  3.8684  0.7686  0.000
H  4.5789  3.8866  2.1059  0.000
H  4.6101  0.1878  -0.5563  0.000
H  5.6926  1.5427  -0.3510  0.000
H  4.0988  1.8194  -0.9874  0.000
H  -1.4764  -0.1897  3.9667  0.001
H  -0.9314  -0.6743  5.5568  0.000
H  -0.5693  -1.6819  4.1647  0.000
H  -0.2239  2.4664  3.6121  -0.001
H  1.4550  2.8009  4.0168  0.000
H  0.2777  2.5157  5.2837  0.000
H  2.4947  -1.1700  5.5846  0.000
H  1.9351  0.1948  6.5307  0.000
H  3.2143  0.4182  5.3524  0.000

---

2.
The following is a quantum chemistry calculation of one molecule with the formula C3H3NO2, from OMol25.

Output
Multiplicity: 1
Charge: 0
Relative energy (zero: lowest compared OMol25 entry of this formula, charge and spin) in kcal per mole: 66.3
Frontier orbital gap in hartree: 0.3686
Structure (SMILES): NC(=O)C#CO
LUMO level in hartree: 0.0092
HOMO energy in hartree: -0.3594

Last column: Mulliken charge in e.
Atoms and positions in Å:
N  -0.0951  0.5660  -1.4788  -0.441
C  1.1598  0.3654  -0.8815  0.017
O  2.1748  0.1387  -1.5214  -0.555
C  1.1717  0.3814  0.5759  -0.577
C  1.0300  0.4159  1.7606  1.226
O  1.0530  0.3776  3.0225  -0.539
H  -0.8295  0.7768  -0.8055  0.237
H  -0.2173  0.9793  -2.5153  0.274
H  1.5989  -0.3347  3.3935  0.358

---

3.
The following is a quantum chemistry calculation of one molecule with the formula C7H12O, from OMol25.

Output
Multiplicity: 1
Charge: 0
Relative energy (zero: lowest compared OMol25 entry of this formula, charge and spin) in kcal per mole: 146.8
Frontier orbital gap in hartree: 0.1351
LUMO level in hartree: -0.0812
HOMO energy in hartree: -0.2163

Last column: Mulliken charge in e.
Atoms and positions in Å:
O  -1.8081  -1.9102  1.4702  -0.544
C  -0.4228  -2.3909  1.0683  -0.700
C  -0.0820  -2.1017  -0.3016  -0.315
C  0.2907  -0.7863  -0.8505  -0.402
C  0.8287  0.0676  0.2597  -0.318
C  0.3205  3.6621  -1.0700  -0.910
C  0.1533  2.3820  -0.7211  0.157
C  1.1297  1.5548  -0.0937  -0.446
H  -0.3187  -3.4404  1.3040  0.339
H  -0.4932  -2.8629  -0.9899  0.309
H  0.0817  -1.7902  1.8361  0.258
H  -0.5076  -0.1879  -1.2085  0.228
H  0.8749  -0.7612  -1.7392  0.406
H  1.7962  -0.4047  0.6149  0.316
H  0.0965  0.1970  1.0793  0.277
H  -2.4187  -2.2383  0.8215  0.317
H  1.2503  4.1735  -0.8253  0.247
H  -0.3492  4.1617  -1.6790  0.318
H  -0.7581  1.9269  -1.1254  0.204
H  1.9026  2.1831  0.4025  0.258

---

4.
The following is a quantum chemistry calculation of a 2-piece molecular cluster, C6H9OS overall, from OMol25.

Output
Multiplicity: 3
Charge: -1
Frontier orbital gap (alpha / beta) in hartree: 0.0991 / 0.2209
Expectation value of S²: 2.005
LUMO level (alpha / beta) in hartree: 0.1295 / 0.0887
HOMO energy (alpha / beta) in hartree: 0.0305 / -0.1322

Last column: Mulliken spin population.
Atoms and positions in Å:
C  -1.7825  -0.2213  1.6624  -0.011
C  -0.9437  -0.2717  0.7642  -0.035
C  -1.8717  2.9947  -0.4404  0.528
C  1.4633  0.3637  0.1697  -0.013
C  0.4388  -1.8015  -0.4867  0.061
C  0.1185  -0.3598  -0.2818  -0.006
O  -1.8704  2.9703  -1.6570  0.235
S  -0.9484  3.9684  0.5977  1.176
H  -2.6192  2.2074  0.0551  0.021
H  -2.3987  -0.3580  2.5406  0.007
H  1.8312  -0.2736  0.8509  0.038
H  2.1046  0.4101  -0.6415  -0.039
H  1.1805  1.2976  0.5539  0.022
H  0.4002  -2.4951  0.3892  -0.001
H  1.4228  -1.7519  -0.8808  -0.006
H  -0.1799  -2.2738  -1.2638  -0.017
H  -0.2931  0.2496  -1.0795  0.041

---

5.
The following is a quantum chemistry calculation of one molecule with the formula C4H4IP, from OMol25.

Output
Multiplicity: 3
Charge: 0
Frontier orbital gap (alpha / beta) in hartree: 0.2714 / 0.2329
Expectation value of S²: 2.021
LUMO level (alpha / beta) in hartree: 0.0126 / -0.0832
HOMO energy (alpha / beta) in hartree: -0.2588 / -0.3161

Last column: Mulliken spin population.
Atoms and positions in Å:
C  0.2280  -0.2203  0.5324  0.006
C  1.3002  0.7520  0.5269  -0.061
C  -0.9672  -0.0172  -0.0380  -0.009
C  1.1376  1.9301  -0.0366  0.807
P  -1.4492  1.5702  -0.7522  1.030
I  2.2725  3.6037  -0.3510  0.191
H  0.4498  -1.1611  1.0155  0.001
H  2.2204  0.4314  1.0028  0.050
H  -1.7136  -0.7950  -0.0072  0.000
H  -1.0701  1.2398  -2.0665  -0.014

---

6.
The following is a quantum chemistry calculation of a 2-piece molecular cluster, C5H15N2O overall, from OMol25.

Output
Multiplicity: 1
Charge: +1
Relative energy (zero: lowest compared OMol25 entry of this formula, charge and spin) in kcal per mole: 40.9
Frontier orbital gap in hartree: 0.2823
LUMO level in hartree: -0.1334
HOMO energy in hartree: -0.4158

Last column: Mulliken charge in e.
Atoms and positions in Å:
C  -0.9892  1.7895  -0.8768  -0.592
C  0.2334  1.0325  -1.3081  -0.824
C  0.6980  0.1044  -0.1781  0.563
C  0.9404  0.6096  1.0414  -0.277
N  0.9692  -0.0754  2.2564  -0.566
C  0.7617  -1.3521  -0.4594  -1.399
N  -1.6592  2.6081  -1.9991  -0.238
H  -0.7543  2.5407  -0.1282  0.318
H  -1.7132  1.0780  -0.4827  0.369
H  1.0284  1.7126  -1.6301  0.307
H  0.0868  0.3447  -2.1445  0.480
H  0.8909  1.6850  1.1892  0.283
H  1.7549  0.2166  2.8467  0.284
H  1.1709  -1.0751  2.2186  0.220
H  1.8100  -1.6108  -0.6337  0.297
H  0.1407  -1.7270  -1.2703  0.391
H  0.4756  -1.9692  0.3938  0.313
H  -1.2511  3.5319  -2.0327  0.370
H  -2.6532  2.6741  -1.7713  0.357
H  -1.6307  2.1462  -2.8958  0.341
H  0.2998  -4.4523  3.2329  0.323
H  -0.3650  -5.3836  2.2052  0.323
O  -0.2447  -4.4282  2.4266  -0.643

---

| no. | maximum force (eV/Å) |
| --- | --- |
| 1 | 2.42 |
| 2 | 3.89 |
| 3 | 4.26 |
| 4 | 5.33 |
| 5 | 1.64 |
| 6 | 1.98 |